Version a
The following is a quantum chemistry calculation of 2 unconnected molecules or ions with the total composition C6H10BrN2, from OMol25.

Geometry (Å):
1 C -0.75 -2.64 -0.89
2 C -0.68 3.43 -1.04
3 C -0.42 -2.24 0.33
4 C -0.35 0.10 -0.01
5 C -0.17 2.37 -0.55
6 C 0.98 -0.85 1.77
7 N 0.05 -0.96 0.66
8 N 0.09 1.35 0.22
9 Br 1.86 1.23 -2.56
10 H -1.12 -3.64 -1.06
11 H -0.64 -2.02 -1.77
12 H -0.29 3.89 -1.94
13 H -1.53 3.94 -0.59
14 H -0.47 -2.92 1.17
15 H -1.07 -0.03 -0.80
16 H 1.25 -1.84 2.11
17 H 1.89 -0.35 1.45
18 H 0.53 -0.30 2.60
19 H 0.83 1.49 0.92

Properties
Kohn-Sham gap (spin up / spin down) in eV: 5.843 / 5.802
HOMO (spin up / spin down) in hartree: -0.4395 / -0.4387
Charge: +1

Atomic partial charges in e from the natural (NBO) method, atoms 1 to 6: -0.3051, -0.3877, -0.0698, 0.4183, 0.4632, -0.4521

Version b
The following is a quantum chemistry calculation of a gas-phase ion, C6H10BrN2 (charge +1), from OMol25.

Geometry (Å):
1 C 0.66 -0.60 1.22
2 C 0.41 -0.28 -0.25
3 C 1.27 0.95 -0.49
4 C 0.79 -1.55 -1.10
5 C -1.04 0.16 -0.37
6 Br -2.14 -0.73 -1.47
7 C -1.59 1.32 0.49
8 N -2.82 1.43 0.77
9 N -3.91 1.45 1.04
10 H 1.76 -1.05 1.22
11 H 0.47 0.27 1.74
12 H -0.09 -1.42 1.44
13 H 2.30 0.72 -0.92
14 H 0.84 1.71 -1.14
15 H 1.49 1.51 0.43
16 H 1.80 -1.80 -1.07
17 H 0.40 -2.39 -0.52
18 H 0.25 -1.50 -2.06
19 H -0.86 1.82 1.05

Properties
Kohn-Sham gap (spin up / spin down) in eV: 8.397 / 8.398
HOMO (spin up / spin down) in hartree: -0.5352 / -0.5353
SMILES string: CC(C)(C)/C(Br)=C/[N+]#N
Charge: +1

Atomic partial charges in e from the natural (NBO) method, atoms 1 to 6: -0.5616, -0.1840, -0.6234, -0.6002, 0.1813, 0.3682

Least stable: version a

Version a
The following is a quantum chemistry calculation of C20H28N4O3 in the gas phase, from OMol25.

Geometry (Å):
1 C 1.20 3.13 -0.68
2 C 1.37 1.62 -0.47
3 C 0.04 0.95 -0.41
4 N -0.57 0.86 0.76
5 C -0.11 1.26 2.07
6 C 0.30 0.05 2.92
7 C 1.73 0.18 3.45
8 N 2.70 0.34 2.38
9 C 3.96 0.93 2.80
10 C 4.50 1.89 1.74
11 C 2.88 -0.85 1.56
12 C 3.27 -2.14 2.28
13 C -0.60 0.44 -1.56
14 C 0.00 0.56 -2.87
15 O 1.04 1.13 -3.17
16 N -0.70 -0.05 -3.90
17 C -1.91 -0.68 -3.86
18 O -2.44 -1.14 -4.84
19 N -2.46 -0.74 -2.59
20 C -3.74 -1.37 -2.47
21 C -4.84 -0.63 -2.06
22 C -6.07 -1.25 -1.95
23 C -6.21 -2.59 -2.26
24 C -5.11 -3.32 -2.67
25 C -3.87 -2.72 -2.78
26 C -1.88 -0.23 -1.44
27 O -2.48 -0.40 -0.38
28 H 0.56 3.57 0.08
29 H 0.75 3.31 -1.66
30 H 2.17 3.62 -0.65
31 H 1.94 1.22 -1.30
32 H 1.92 1.43 0.46
33 H -1.47 0.36 0.72
34 H -0.94 1.79 2.55
35 H 0.73 1.94 1.98
36 H 0.21 -0.86 2.33
37 H -0.37 -0.06 3.78
38 H 1.77 1.09 4.07
39 H 1.95 -0.67 4.11
40 H 4.72 0.17 3.02
41 H 3.80 1.50 3.72
42 H 5.44 2.32 2.07
43 H 4.67 1.38 0.80
44 H 3.79 2.69 1.56
45 H 3.65 -0.61 0.82
46 H 1.95 -1.02 1.00
47 H 4.14 -1.98 2.92
48 H 2.45 -2.52 2.89
49 H 3.52 -2.90 1.55
50 H -0.28 0.03 -4.82
51 H -4.72 0.41 -1.82
52 H -6.93 -0.68 -1.62
53 H -7.18 -3.07 -2.17
54 H -5.22 -4.37 -2.92
55 H -3.01 -3.28 -3.10

Properties
Kohn-Sham gap in eV: 9.187
HOMO in hartree: -0.3151
SMILES string: CC/C(NCCCN(CC)CC)=C1\C(=O)NC(=O)N(c2ccccc2)C1=O

Atomic partial charges in e from the natural (NBO) method, atoms 1 to 6: -0.5931, -0.5039, 0.4373, -0.5336, -0.2294, -0.4209

Version b
The following is a quantum chemistry calculation of C20H28N4O3 in the gas phase, from OMol25.

Geometry (Å):
1 C -2.34 -3.95 0.97
2 C -1.91 -3.46 -0.42
3 C -1.07 -2.22 -0.29
4 N -1.68 -1.05 -0.22
5 C -3.10 -0.80 -0.17
6 C -3.48 0.47 -0.92
7 C -3.18 1.75 -0.14
8 N -1.75 2.02 -0.07
9 C -1.32 2.80 -1.22
10 C 0.20 2.85 -1.37
11 C -1.36 2.61 1.20
12 C -1.24 1.56 2.30
13 C 0.34 -2.31 -0.24
14 C 1.03 -3.58 -0.28
15 O 0.55 -4.70 -0.33
16 N 2.42 -3.50 -0.25
17 C 3.22 -2.39 -0.18
18 O 4.42 -2.45 -0.17
19 N 2.51 -1.21 -0.12
20 C 3.27 0.01 -0.06
21 C 3.26 0.87 -1.14
22 C 3.99 2.05 -1.08
23 C 4.72 2.35 0.05
24 C 4.73 1.48 1.13
25 C 4.00 0.30 1.08
26 C 1.12 -1.10 -0.11
27 O 0.65 0.03 0.02
28 H -2.87 -3.17 1.51
29 H -1.47 -4.24 1.54
30 H -2.99 -4.81 0.86
31 H -1.32 -4.24 -0.89
32 H -2.78 -3.26 -1.04
33 H -1.09 -0.21 -0.12
34 H -3.41 -0.71 0.88
35 H -3.65 -1.64 -0.60
36 H -4.56 0.44 -1.12
37 H -2.96 0.49 -1.88
38 H -3.72 2.59 -0.60
39 H -3.57 1.63 0.88
40 H -1.73 3.83 -1.18
41 H -1.74 2.31 -2.10
42 H 0.62 1.89 -1.07
43 H 0.46 3.06 -2.40
44 H 0.64 3.63 -0.74
45 H -2.06 3.41 1.51
46 H -0.38 3.07 1.07
47 H -2.19 1.07 2.50
48 H -0.51 0.82 2.00
49 H -0.90 2.03 3.22
50 H 2.90 -4.39 -0.28
51 H 2.69 0.62 -2.02
52 H 3.98 2.73 -1.92
53 H 5.29 3.27 0.10
54 H 5.31 1.71 2.01
55 H 4.01 -0.38 1.91

Properties
Kohn-Sham gap in eV: 9.218
HOMO in hartree: -0.3194
SMILES string: CC/C(NCCCN(CC)CC)=C1\C(=O)NC(=O)N(c2ccccc2)C1=O

Atomic partial charges in e from the natural (NBO) method, atoms 1 to 6: -0.5916, -0.4817, 0.4373, -0.5595, -0.2172, -0.4092

Least stable: version a

Version a
The following is a quantum chemistry calculation of 2 unconnected molecules or ions with the total composition C4H5N3O2, from OMol25.

Geometry (Å):
1 N 0.32 1.41 -2.11
2 C 0.34 0.81 -0.80
3 C 1.17 -0.38 -0.27
4 N 1.10 -0.23 1.06
5 C 0.44 0.80 1.37
6 N -0.05 1.44 0.25
7 H 0.22 0.80 -2.90
8 H -0.30 2.22 -2.14
9 H 1.77 -1.07 -0.64
10 H 0.09 1.15 2.30
11 H -0.81 2.07 0.17
12 O -1.12 -3.84 0.52
13 C -1.43 -3.00 1.24
14 O -1.74 -2.19 1.96

Properties
Kohn-Sham gap in eV: 8.070
HOMO in hartree: -0.2758
SMILES string: Nc1cnc[nH]1.O=C=O

Atomic partial charges in e from the natural (NBO) method, atoms 1 to 6: -0.8194, 0.3064, -0.1781, -0.4276, 0.1119, -0.5381

Version b
The following is a quantum chemistry calculation of C4H5N3O2 in the gas phase, from OMol25.

Geometry (Å):
1 C -2.54 -0.59 -0.05
2 C -1.10 0.06 -0.06
3 N -1.04 1.47 -0.29
4 N 0.17 2.08 -0.25
5 N 0.96 1.03 0.58
6 C 0.31 -0.12 0.45
7 O 1.20 -1.09 -0.37
8 C 2.47 -0.48 -0.09
9 O 2.27 0.83 -0.16
10 H -2.44 -1.59 0.62
11 H -3.20 -0.58 -1.10
12 H -3.20 0.16 0.73
13 H 2.96 -0.74 0.89
14 H 3.16 -0.45 -0.88

Properties
Kohn-Sham gap in eV: 7.950
HOMO in hartree: -0.3338
SMILES string: Cc1nnn2c1OCO2

Atomic partial charges in e from the natural (NBO) method, atoms 1 to 6: -0.6845, 0.0810, -0.2135, -0.0152, -0.0696, 0.3883

Version c
The following is a quantum chemistry calculation of C4H5N3O2 in the gas phase, from OMol25.

Geometry (Å):
1 O 2.75 0.52 0.00
2 C 2.37 -0.67 0.02
3 N 1.12 -1.17 -0.04
4 C 0.15 -0.24 0.00
5 N 0.17 1.12 -0.02
6 C -1.14 1.61 -0.03
7 C -1.96 0.50 -0.01
8 N -1.12 -0.61 -0.01
9 O -1.53 -1.91 0.00
10 H 3.11 -1.49 0.00
11 H 1.04 1.64 -0.02
12 H -1.30 2.68 0.06
13 H -3.03 0.33 0.07
14 H -0.63 -2.31 -0.01

Properties
Kohn-Sham gap in eV: 9.335
HOMO in hartree: -0.3145
SMILES string: O=C/N=c1\[nH]ccn1O

Atomic partial charges in e from the natural (NBO) method, atoms 1 to 6: -0.6825, 0.5120, -0.6967, 0.5349, -0.5281, -0.0780

Version d
The following is a quantum chemistry calculation of a molecular structure, C4H5N3O2, from OMol25.

Geometry (Å):
1 C 0.89 -1.20 -0.16
2 C -1.40 -1.40 0.01
3 C 1.00 0.20 -0.11
4 C -0.07 1.05 -0.08
5 N -0.20 -1.94 -0.11
6 N -1.58 -0.12 -0.04
7 N 2.29 0.80 -0.12
8 O -0.49 2.16 -0.08
9 O -2.73 0.59 0.13
10 H 1.82 -1.76 -0.23
11 H -2.25 -2.07 0.13
12 H 2.92 0.37 0.54
13 H 2.24 1.80 0.02
14 H -2.42 1.53 0.10

Properties
Kohn-Sham gap in eV: 8.474
HOMO in hartree: -0.3026

Atomic partial charges in e from the natural (NBO) method, atoms 1 to 6: 0.1181, 0.2388, -0.1544, 0.6833, -0.5038, -0.1287

Least stable: version b

Version a
The following is a quantum chemistry calculation of 3 unconnected molecules or ions with the total composition C4H14O2S, from OMol25.

Geometry (Å):
1 C 0.50 -1.04 1.95
2 C 1.09 0.26 1.40
3 C 1.37 0.26 -0.09
4 S -0.15 -0.10 -1.03
5 C -0.16 1.32 -2.18
6 H 1.03 -1.88 1.49
7 H 0.68 -1.05 3.02
8 H -0.56 -1.17 1.72
9 H 2.01 0.44 1.96
10 H 0.47 1.12 1.63
11 H 2.06 -0.55 -0.32
12 H 1.83 1.17 -0.44
13 H 0.69 1.29 -2.85
14 H -1.13 1.30 -2.69
15 H -0.11 2.21 -1.57
16 O -3.24 2.93 -0.13
17 H -2.88 3.05 -1.01
18 H -4.19 3.01 -0.23
19 O 0.49 -4.44 -0.02
20 H -0.11 -3.78 0.36
21 H 0.31 -4.33 -0.96

Properties
Kohn-Sham gap in eV: 9.124
HOMO in hartree: -0.3124
SMILES string: CCCSC.O.O

Atomic partial charges in e from the natural (NBO) method, atoms 1 to 6: -0.6186, -0.4051, -0.5138, 0.1473, -0.7246, 0.2030

Version b
The following is a quantum chemistry calculation of 3 unconnected molecules or ions with the total composition C4H14O2S, from OMol25.

Geometry (Å):
1 C -2.24 -1.59 0.27
2 C -0.83 -1.06 0.53
3 C 0.05 -2.14 1.17
4 S 1.91 -1.80 1.16
5 C 1.99 0.04 1.13
6 H -2.25 -2.53 0.81
7 H -2.97 -0.88 0.66
8 H -2.23 -1.90 -0.77
9 H -0.69 -0.27 1.28
10 H -0.26 -0.61 -0.30
11 H -0.08 -3.07 0.62
12 H -0.25 -2.33 2.21
13 H 1.19 0.54 1.66
14 H 2.91 0.25 1.67
15 H 2.13 0.54 0.16
16 O 4.37 4.68 -0.34
17 H 4.22 3.81 0.02
18 H 3.51 5.11 -0.25
19 O -3.47 1.16 -3.52
20 H -4.20 1.33 -4.12
21 H -2.81 0.70 -4.05

Properties
Kohn-Sham gap in eV: 9.084
HOMO in hartree: -0.3138
SMILES string: CCCSC.O.O

Atomic partial charges in e from the natural (NBO) method, atoms 1 to 6: -0.6180, -0.4157, -0.4791, 0.1465, -0.7503, 0.2044

Least stable: version b

Version a
The following is a quantum chemistry calculation of a molecular structure, H3O4P, from OMol25.

Geometry (Å):
1 O 1.59 -1.00 0.56
2 O -1.45 -0.42 0.55
3 O 1.11 -0.22 -0.53
4 O -1.44 0.95 0.30
5 P 0.81 1.29 -0.13
6 H 0.78 -1.36 0.95
7 H -1.90 -0.80 -0.22
8 H 0.50 1.56 -1.47

Properties
Kohn-Sham gap (spin up / spin down) in eV: 8.658 / 8.657
HOMO (spin up / spin down) in hartree: -0.3382 / -0.3382

Atomic partial charges in e from the natural (NBO) method, atoms 1 to 6: -0.4225, -0.4935, -0.5324, -0.4785, 1.0676, 0.4830

Version b
The following is a quantum chemistry calculation of 2 unconnected molecules or ions with the total composition H3O4P, from OMol25.

Geometry (Å):
1 O 1.50 1.03 -1.52
2 O -0.72 0.20 2.21
3 O 0.61 0.04 -1.80
4 O -0.04 -0.64 1.37
5 P -0.70 0.08 -0.93
6 H 1.78 0.91 -0.63
7 H -1.60 -0.28 2.41
8 H -0.84 -1.36 -1.11

Properties
Kohn-Sham gap (spin up / spin down) in eV: 8.885 / 7.289
HOMO (spin up / spin down) in hartree: -0.3592 / -0.3044

Atomic partial charges in e from the natural (NBO) method, atoms 1 to 6: -0.4111, -0.4193, -0.5355, -0.3760, 0.8939, 0.4675

Version c
The following is a quantum chemistry calculation of H3O4P in the gas phase, from OMol25.

Geometry (Å):
1 O -0.76 1.60 0.68
2 O -0.79 0.22 1.06
3 P 0.56 -0.53 1.28
4 O 1.32 -0.28 -0.62
5 O 0.09 -0.08 -1.31
6 H -0.31 1.50 -0.22
7 H -0.18 -1.71 1.16
8 H 0.08 -0.72 -2.02

Properties
Kohn-Sham gap in eV: 9.951
HOMO in hartree: -0.3605
SMILES string: OOPOO

Atomic partial charges in e from the natural (NBO) method, atoms 1 to 6: -0.4063, -0.5632, 1.1228, -0.5050, -0.5218, 0.4893

Least stable: version b